No. 1
The following is a DFT calculation (ωB97M-V with the def2-TZVPD basis set) of the ion C11H29N4P2S with charge +1 in a non-equilibrium geometry.

The spin multiplicity is 1. The calculation puts the gap between HOMO and LUMO at 0.2923 Ha. The total energy is -47244.255 eV. As for the structure (SMILES): CCCCN(/C(NCCCN)=[NH+]/[PH2]=S)P(C)CC. The total charge is +1. Its molar mass is 311.40 g/mol.

Each line ends with the Mulliken charge.
Geometry (Å):
C (0.068081, -3.802656, -2.532019)  -1.196
C (-1.187032, -2.932261, -2.664924)  -0.893
C (-0.938683, -1.466077, -2.245873)  -0.323
C (-1.351985, -1.270393, -0.796704)  -1.469
N (-0.561813, -0.210835, -0.104586)  0.459
C (-0.473236, -0.376427, 1.245724)  -0.280
N (0.661418, 0.072374, 1.901188)  -0.077
C (0.602627, 1.406646, 2.573556)  -0.763
C (1.777468, 2.285808, 2.200842)  -0.326
C (3.119414, 1.792271, 2.773627)  -0.653
N (3.996472, 1.280331, 1.715155)  -0.566
N (-1.422739, -1.001374, 1.921747)  -0.148
P (-1.333393, -1.354082, 3.627319)  0.181
S (0.037417, -2.619632, 4.094237)  -0.292
P (-0.872057, 1.504180, -0.539854)  0.076
C (-2.465916, 1.512992, -1.418606)  -1.232
C (0.408286, 1.838952, -1.825247)  -0.528
C (-0.040151, 1.849505, -3.290389)  -1.253
H (-0.021271, -4.676602, -3.168074)  0.383
H (0.932998, -3.243066, -2.878797)  0.341
H (0.220756, -4.106673, -1.501651)  0.290
H (-1.955640, -3.346099, -2.009872)  0.382
H (-1.598971, -2.974492, -3.667203)  0.417
H (0.109984, -1.227331, -2.393639)  0.371
H (-1.535176, -0.850108, -2.910734)  0.174
H (-1.152484, -2.207611, -0.277875)  1.036
H (-2.433363, -1.112831, -0.745571)  0.366
H (0.996161, -0.659399, 2.524937)  0.359
H (-0.307362, 1.906920, 2.250834)  0.533
H (0.543988, 1.317608, 3.657730)  0.339
H (1.836136, 2.416971, 1.124938)  0.060
H (1.557121, 3.265375, 2.627705)  0.417
H (2.928039, 1.013046, 3.507312)  0.433
H (3.589480, 2.621491, 3.300319)  0.320
H (4.590500, 2.015032, 1.365943)  0.214
H (4.569914, 0.527322, 2.061027)  0.207
H (-2.239745, -1.340553, 1.431174)  0.321
H (-2.624689, -1.829550, 3.868108)  0.130
H (-1.255999, -0.100451, 4.236639)  0.120
H (-2.498193, 2.497861, -1.883890)  0.424
H (-2.595161, 0.781259, -2.206766)  0.350
H (-3.280960, 1.482644, -0.703350)  0.375
H (1.153813, 1.055018, -1.701939)  0.381
H (0.898418, 2.769854, -1.557479)  0.538
H (-0.745685, 1.050438, -3.489405)  0.259
H (0.816801, 1.664270, -3.929631)  0.360
H (-0.523588, 2.780332, -3.565984)  0.384

Atomic forces in eV per Å
C -0.4 0.4 -0.4
C 0.2 0.0 0.5
C -0.4 -0.5 -0.3
C 0.3 -0.1 0.0
N -1.4 -0.7 0.1
C 0.7 0.6 -0.7
N -0.5 0.1 0.4
C 0.0 0.5 -0.6
C 0.1 0.1 0.7
C 0.0 0.3 -0.7
N -0.5 -0.3 0.2
N -0.3 -0.3 0.4
P 1.0 -1.2 0.5
S -0.1 0.4 -0.1
P 0.9 1.0 0.5
C 0.2 -0.2 0.0
C -0.3 -0.5 -0.4
C 0.0 -0.1 0.3
H 0.0 -0.3 0.1
H 0.2 0.0 0.0
H 0.2 -0.1 0.1
H -0.2 -0.1 -0.1
H 0.1 0.0 -0.2
H 0.1 0.2 0.1
H 0.1 0.3 0.0
H 0.1 -0.1 0.1
H -0.1 0.2 0.1
H 0.0 0.0 0.1
H -0.1 -0.1 0.0
H 0.1 -0.3 0.1
H 0.1 -0.1 -0.2
H -0.1 0.1 0.0
H 0.1 -0.2 0.1
H 0.0 0.0 0.2
H 0.2 0.0 -0.1
H 0.2 0.0 0.0
H 0.0 0.0 -0.2
H -0.3 0.4 -0.3
H -0.2 0.2 -0.2
H 0.0 0.1 0.0
H -0.1 -0.1 -0.1
H -0.1 -0.1 0.1
H 0.1 0.0 0.2
H 0.0 0.2 0.1
H -0.1 -0.1 -0.1
H 0.1 0.2 -0.2
H 0.1 0.2 -0.1



No. 2
The following is a DFT calculation (ωB97M-V with the def2-TZVPD basis set) of a cluster of 2 separate species, C2H5BrN2O in total in a non-equilibrium geometry.

The spin multiplicity is 1. The calculation puts the gap between HOMO and LUMO (alpha / beta) at 0.2367 / 0.2932 Ha. The total energy is -77222.678 eV. The value obtained for the energy above the lowest of the compared OMol25 structures with the same formula, charge and spin is 43.51 kcal/mol. Its molar mass is 152.98 g/mol.

Each line ends with the Mulliken charge.
Geometry (Å):
C (0.304739, 0.366459, 0.364180)  0.759
C (-0.334720, 1.371494, 1.262941)  -0.906
N (0.153047, -0.808630, -1.425011)  -0.218
N (-0.557795, -0.018545, -0.707686)  -0.279
O (1.442210, -0.028069, 0.390199)  -0.549
Br (-0.270398, -3.349414, -0.836430)  -0.341
H (0.315713, 1.784182, 1.965681)  0.354
H (-0.451785, 2.294368, 0.688654)  0.278
H (-1.332489, 0.836085, 1.636968)  0.255
H (-0.379196, -1.334205, -2.114571)  0.320
H (1.110675, -1.113724, -1.224923)  0.328

Atomic forces in eV per Å
C 0.4 1.4 0.3
C -2.2 -1.4 -0.7
N -2.5 -0.9 -0.6
N 1.6 -1.0 -0.5
O 0.3 0.0 0.7
Br 0.1 0.2 0.0
H 1.0 -0.4 1.9
H -1.1 -0.3 -0.5
H 2.0 1.9 -0.6
H 0.2 0.2 -0.4
H 0.0 0.5 0.4



No. 3
The following is a DFT calculation (ωB97M-V with the def2-TZVPD basis set) of a structure of composition C11H23BrN5O3PS in a non-equilibrium geometry.

The spin multiplicity is 1. The calculation puts the gap between HOMO and LUMO at 0.1297 Ha. The total energy is -115534.837 eV. Its molar mass is 416.28 g/mol.

Each line ends with the Mulliken charge.
Geometry (Å):
C (-0.558554, 4.313605, 0.348228)  -0.990
C (-1.765259, 4.454432, -0.598068)  -0.598
C (-2.837266, 3.333321, -0.472890)  -0.373
O (-2.474181, 2.414438, 0.560760)  -0.327
C (-2.997401, 1.128136, 0.370716)  -0.730
C (-1.983165, 0.084414, 0.754491)  0.652
N (-1.657970, -0.117330, 2.044568)  -0.702
C (-0.739289, -1.094038, 1.983127)  0.399
N (-0.156506, -1.538840, 3.130652)  -0.257
P (1.060594, -2.712723, 3.421740)  0.147
S (1.259755, -2.950549, 5.330254)  -0.362
N (-0.501761, -1.527267, 0.736347)  0.345
C (0.334763, -2.541492, 0.127129)  -1.302
C (1.809963, -2.083289, 0.001509)  -0.190
O (1.947634, -1.559533, -1.308785)  -0.258
C (3.232581, -1.896158, -1.847829)  0.465
C (4.284550, -0.801100, -1.762837)  -0.953
O (3.438133, -2.957046, -2.327829)  -0.365
N (-1.303982, -0.739422, -0.039698)  0.069
C (-1.479159, -0.690528, -1.499411)  -0.737
N (-1.051344, 0.626097, -2.008091)  -0.435
H (0.259176, 4.905390, -0.083118)  0.362
H (-0.785201, 4.776732, 1.311780)  0.299
H (-0.182372, 3.295274, 0.448503)  0.197
H (-2.273122, 5.403623, -0.400058)  0.348
H (-1.425996, 4.510967, -1.638354)  0.313
H (-3.798686, 3.784629, -0.188665)  0.352
H (-2.952872, 2.854692, -1.452167)  0.291
H (-3.886025, 1.018155, 1.010174)  0.456
H (-3.323356, 0.935629, -0.658914)  0.344
H (-0.504233, -1.093804, 3.973305)  0.352
H (0.743867, -3.955416, 2.848142)  0.135
H (2.266583, -2.171681, 2.935096)  0.121
H (0.300363, -3.449246, 0.738069)  0.394
H (0.022208, -2.844655, -0.871440)  0.466
H (1.933684, -1.239675, 0.703222)  0.251
H (2.508660, -2.900983, 0.210388)  0.522
H (3.806322, 0.127713, -2.098958)  0.331
H (5.124115, -1.045242, -2.410572)  0.316
H (4.588014, -0.683018, -0.716201)  0.258
H (-2.552660, -0.773035, -1.685710)  0.357
H (-0.917257, -1.454740, -2.035919)  0.442
H (-0.399881, 0.489801, -2.775958)  0.339
H (-0.495197, 1.108384, -1.306564)  0.162
Br (4.376737, -5.097154, -2.987214)  -0.903

Atomic forces in eV per Å
C 0.1 0.8 -0.6
C -0.3 -0.3 0.1
C 0.1 1.0 0.1
O 0.4 -0.5 -0.7
C -0.6 -0.2 -0.2
C 0.0 0.1 1.9
N 0.4 -0.4 -1.3
C 0.0 0.1 1.2
N 0.3 -0.7 -1.1
P 0.6 0.1 2.6
S -0.2 0.1 -0.3
N -0.7 0.4 -0.7
C 1.7 -1.1 0.7
C -1.0 0.8 -0.3
O 0.4 0.0 0.4
C 1.4 0.0 -0.8
C -1.1 0.2 0.1
O -1.8 2.5 0.7
N -1.1 0.8 -0.9
C 0.5 0.8 -0.7
N 0.4 -0.2 0.2
H -0.1 -0.1 0.2
H 0.1 -0.5 0.1
H -0.2 0.1 0.2
H 0.2 0.0 0.0
H 0.0 -0.2 0.2
H 0.1 -0.2 -0.2
H 0.0 -0.3 0.3
H 0.3 -0.3 0.0
H 0.1 0.3 0.1
H 0.0 -0.1 0.0
H -0.1 0.5 -0.7
H -0.4 -0.3 -0.8
H -0.3 0.2 0.0
H -0.4 0.3 0.2
H 0.3 -0.4 0.1
H -0.1 0.0 -0.1
H 0.3 0.0 0.2
H -0.1 -0.1 0.2
H 0.1 0.1 -0.2
H 0.2 -0.4 0.1
H -0.2 -0.3 0.5
H -0.2 0.0 -0.1
H -0.2 0.0 0.0
Br 1.0 -2.5 -0.5



No. 4
The following is a DFT calculation (ωB97M-V with the def2-TZVPD basis set) of the molecule C11H14O3S in a non-equilibrium geometry.

The spin multiplicity is 1. The calculation puts the gap between HOMO and LUMO at 0.3682 Ha. The total energy is -28609.545 eV. As for the structure (SMILES): C[C@@H]1[C@@H](C)OS(=O)(=O)[C@H]1c1ccccc1. The value obtained for the energy above the lowest of the compared OMol25 structures with the same formula, charge and spin is 0.00 kcal/mol. Its molar mass is 226.30 g/mol.

Each line ends with the Mulliken charge.
Geometry (Å):
C (-0.345249, -1.967675, -1.446360)  -1.539
C (-0.922021, -0.741135, -0.798971)  0.008
C (-2.014189, -0.138176, -1.542242)  0.189
C (-3.311995, 0.087332, -0.640343)  -1.468
O (-1.630495, 1.171761, -2.130068)  -0.458
S (-0.572358, 1.916491, -1.037855)  1.186
O (0.054406, 2.984869, -1.753909)  -0.690
O (-1.280201, 2.280624, 0.153535)  -0.635
C (0.456378, 0.423522, -0.772644)  -0.507
C (1.236881, 0.334794, 0.487804)  0.369
C (2.317062, -0.481329, 0.531552)  -0.364
C (3.073450, -0.640055, 1.715298)  -0.575
C (2.760722, 0.121857, 2.820195)  -0.384
C (1.688083, 1.012069, 2.738916)  -0.537
C (0.929591, 1.081656, 1.631660)  -0.229
H (0.425900, -1.781172, -2.144259)  0.382
H (-1.193124, -2.395042, -1.968858)  0.548
H (-0.025390, -2.784399, -0.737747)  0.234
H (-1.159969, -0.963449, 0.221455)  0.529
H (-2.127302, -0.804754, -2.484159)  0.400
H (-3.017665, 0.774312, 0.070319)  0.395
H (-3.584649, -0.892946, -0.195991)  0.335
H (-4.037045, 0.310904, -1.329960)  0.453
H (0.975896, -0.015148, -1.670704)  0.747
H (2.681686, -0.963929, -0.357428)  0.375
H (3.861636, -1.403961, 1.666269)  0.348
H (3.256941, -0.098647, 3.847101)  0.251
H (1.449806, 1.726083, 3.549818)  0.354
H (0.053216, 1.845545, 1.577573)  0.283

Atomic forces in eV per Å
C -1.1 -2.0 1.3
C 4.7 1.2 1.3
C -2.3 0.7 -1.9
C 2.6 -3.7 -1.7
O 1.4 0.1 2.1
S -0.3 -0.2 -2.2
O 0.1 -0.7 0.0
O -0.2 -0.6 -0.1
C -3.2 -2.1 -0.4
C -0.7 0.9 -0.1
C 1.6 -0.6 0.6
C -0.2 -0.4 -0.8
C 0.7 -1.1 2.1
C 0.6 0.7 1.8
C -2.6 2.0 -1.4
H 0.8 0.2 -0.8
H 0.1 -0.6 -0.4
H 0.0 1.1 -0.5
H -0.2 0.2 0.6
H -0.6 1.3 1.4
H 0.0 1.6 1.5
H 0.2 0.6 0.0
H -2.1 1.3 -1.1
H -0.3 1.6 0.8
H -0.1 -0.3 -0.3
H -0.2 0.6 0.4
H -0.7 0.7 -2.0
H 0.3 -0.8 -0.3
H 1.8 -1.7 0.3